No. 1
Below is a cluster of 5 separate species, C44H69ClF14N2O14 in total, with properties calculated with wB97M-V/def2-TZVPD.

Output
* gap between HOMO and LUMO: 7.7 eV
* SMILES: CCCNc1c(Cl)c(C(F)(F)C(F)F)c(C(F)(F)C(F)(F)C(F)(F)F)c2c1C(=O)N(CCC(F)=C(F)F)C2=O.COCCOCCOC.COCCOCCOC.COCCOCCOC.COCCOCCOC
* DFT total energy: -4738.82330 hartree
* E_LUMO: -1.3 eV

Atoms and positions in Å:
1 C 6.42 -4.21 -4.98
2 C 5.38 -3.07 -5.28
3 C 5.61 -2.61 -6.74
4 N 4.60 -1.65 -7.28
5 C 4.11 -0.76 -6.29
6 C 4.84 0.37 -5.83
7 Cl 6.39 0.58 -6.66
8 C 4.38 1.27 -4.85
9 C 5.31 2.46 -4.55
10 F 6.52 1.94 -4.15
11 F 4.94 3.29 -3.53
12 C 5.52 3.45 -5.78
13 F 6.82 3.49 -6.16
14 F 4.69 3.15 -6.82
15 C 3.11 1.01 -4.22
16 C 2.60 1.93 -3.12
17 F 3.51 1.93 -2.09
18 F 2.47 3.19 -3.65
19 C 1.24 1.70 -2.37
20 F 1.08 2.86 -1.64
21 F 0.14 1.66 -3.15
22 C 1.29 0.59 -1.23
23 F 0.05 0.15 -0.96
24 F 1.74 1.14 -0.08
25 F 2.12 -0.42 -1.52
26 C 2.39 -0.10 -4.67
27 C 2.86 -0.99 -5.72
28 C 1.77 -2.05 -6.00
29 O 1.85 -3.17 -6.41
30 N 0.58 -1.32 -5.63
31 C 0.08 -0.37 -6.63
32 C -1.48 -0.21 -6.54
33 C -2.18 -1.54 -6.33
34 F -2.05 -2.24 -5.17
35 C -3.00 -2.09 -7.24
36 F -3.76 -3.13 -6.92
37 F -3.14 -1.64 -8.48
38 C 1.04 -0.73 -4.36
39 O 0.36 -0.96 -3.40
40 H 6.58 -4.77 -5.91
41 H 7.37 -3.70 -4.72
42 H 6.06 -4.84 -4.15
43 H 4.35 -3.45 -5.14
44 H 5.58 -2.28 -4.53
45 H 5.56 -3.52 -7.37
46 H 6.62 -2.15 -6.79
47 H 3.79 -2.15 -7.63
48 H 5.27 4.48 -5.46
49 H 0.26 -0.83 -7.62
50 H 0.60 0.61 -6.63
51 H -1.69 0.49 -5.71
52 H -1.87 0.18 -7.50
53 C -1.40 -3.45 -2.58
54 O -1.15 -4.82 -2.84
55 C 0.04 -5.00 -3.58
56 C 0.50 -6.45 -3.51
57 O 1.21 -6.76 -2.32
58 C 0.42 -6.89 -1.14
59 C -0.37 -8.18 -1.09
60 O -1.56 -8.07 -1.86
61 C -2.13 -9.33 -2.13
62 H -1.50 -2.90 -3.52
63 H -2.33 -3.38 -2.02
64 H -0.60 -3.03 -1.97
65 H 0.83 -4.35 -3.19
66 H -0.17 -4.73 -4.63
67 H 1.22 -6.60 -4.32
68 H -0.33 -7.14 -3.68
69 H -0.22 -6.02 -0.99
70 H 1.14 -6.91 -0.32
71 H -0.65 -8.40 -0.05
72 H 0.25 -9.01 -1.47
73 H -1.45 -9.94 -2.73
74 H -3.04 -9.17 -2.70
75 H -2.38 -9.85 -1.20
76 C -2.64 2.28 6.73
77 O -1.89 1.95 5.58
78 C -1.29 0.67 5.68
79 C -0.84 0.18 4.32
80 O -1.89 -0.39 3.55
81 C -2.82 0.53 2.98
82 C -2.26 1.28 1.79
83 O -1.47 2.38 2.22
84 C -0.65 2.88 1.19
85 H -1.99 2.29 7.62
86 H -3.06 3.27 6.59
87 H -3.46 1.57 6.87
88 H -2.00 -0.05 6.11
89 H -0.42 0.76 6.34
90 H -0.13 -0.63 4.47
91 H -0.32 0.96 3.76
92 H -3.22 1.20 3.74
93 H -3.65 -0.09 2.63
94 H -3.09 1.68 1.19
95 H -1.66 0.60 1.17
96 H 0.05 2.12 0.85
97 H -0.09 3.72 1.59
98 H -1.26 3.23 0.35
99 C 3.75 1.96 2.95
100 O 4.18 3.21 2.45
101 C 3.45 3.61 1.31
102 C 3.64 5.08 1.03
103 O 2.82 5.92 1.83
104 C 3.21 6.06 3.19
105 C 4.42 6.96 3.38
106 O 5.62 6.24 3.13
107 C 6.72 7.10 2.94
108 H 3.88 1.18 2.19
109 H 4.37 1.71 3.81
110 H 2.71 2.01 3.27
111 H 2.38 3.40 1.45
112 H 3.82 3.02 0.45
113 H 3.33 5.27 0.00
114 H 4.69 5.37 1.10
115 H 3.35 5.09 3.67
116 H 2.36 6.55 3.68
117 H 4.45 7.32 4.42
118 H 4.35 7.82 2.70
119 H 6.57 7.74 2.07
120 H 7.60 6.48 2.77
121 H 6.89 7.72 3.83
122 C -7.72 3.67 6.05
123 O -7.76 2.30 6.38
124 C -6.46 1.73 6.46
125 C -6.50 0.40 7.18
126 O -6.51 0.53 8.60
127 C -7.74 0.95 9.18
128 C -8.80 -0.14 9.20
129 O -9.44 -0.24 7.94
130 C -10.15 -1.45 7.80
131 H -7.24 3.82 5.07
132 H -8.75 4.03 5.99
133 H -7.19 4.24 6.82
134 H -5.78 2.41 6.98
135 H -6.10 1.58 5.43
136 H -5.57 -0.13 6.96
137 H -7.32 -0.22 6.83
138 H -8.12 1.86 8.70
139 H -7.50 1.20 10.21
140 H -9.56 0.10 9.95
141 H -8.33 -1.10 9.46
142 H -9.48 -2.31 7.85
143 H -10.63 -1.44 6.82
144 H -10.93 -1.53 8.57

Here are the Löwdin charges for atoms 1 to 8, given in e:
1 C -0.09
2 C -0.23
3 C -0.21
4 N 0.01
5 C -0.24
6 C -0.42
7 Cl 0.84
8 C -0.02

No. 2
Below is the molecule C5H10N2O, with properties calculated with wB97M-V/def2-TZVPD.

Output
* gap between HOMO and LUMO: 10.0 eV
* SMILES: [H]/N=N\O[C@H](C)C(=C)C
* relative energy (zero: lowest compared OMol25 entry of this formula, charge and spin): 112.1 kcal per mole
* DFT total energy: -381.10683 hartree
* E_LUMO: 1.0 eV

Atoms and positions in Å:
1 C 0.42 0.78 -0.37
2 C -0.13 -0.66 -0.30
3 C -0.19 1.88 0.55
4 C -1.30 -0.98 -1.16
5 C 0.30 -1.49 0.67
6 N 3.59 -0.62 0.21
7 N 2.46 -0.48 -0.23
8 O 1.82 0.72 0.05
9 H 0.33 1.05 -1.44
10 H -1.14 1.57 0.82
11 H 0.35 2.03 1.43
12 H -0.23 2.90 0.03
13 H -1.01 -1.09 -2.24
14 H -1.65 -2.08 -0.95
15 H -2.09 -0.36 -1.23
16 H -0.21 -2.37 0.79
17 H 1.18 -1.42 1.27
18 H 4.11 0.28 0.68

Here are the natural (NBO) charges for atoms 1 to 8, given in e:
1 C 0.07
2 C 0.00
3 C -0.61
4 C -0.64
5 C -0.37
6 N -0.35
7 N 0.14
8 O -0.42